No. 1
ORCA calculation (ωB97M-V with the def2-TZVPD basis set) on the molecule C13H19NO at a distorted geometry.

## Properties
- HOMO (eV) = -9.06
- energy above the lowest of the compared OMol25 structures with the same formula, charge and spin (kJ/mol) = 623.80
- lowest unoccupied orbital energy (hartree) = 0.029
- SMILES = CC1(C)C[C@]23C=CC[C@H]1C[C@]21ON1CC3
- HOMO-LUMO gap (eV) = 9.86

Element x y z (Å)
C 0.79 1.74 0.46
C 0.83 0.20 0.78
C -0.12 2.31 -0.29
C 2.10 -0.08 1.60
C -1.16 1.62 -1.14
C 0.50 -0.10 -1.74
C 3.33 0.12 0.76
C -0.73 -0.16 1.37
C -0.92 0.16 -1.26
C -1.44 -0.70 0.06
C 1.53 -0.34 -0.63
C -1.20 -2.20 -0.08
C -2.95 -0.54 0.32
N 2.90 -0.23 -0.58
O 2.30 -1.47 -0.63
H 1.57 2.12 1.06
H -1.12 0.78 1.47
H -0.17 3.41 -0.37
H 2.08 0.53 2.43
H 2.08 -1.12 2.03
H -2.25 1.76 -0.83
H -1.16 2.05 -2.18
H 0.53 -0.98 -2.36
H 0.64 0.78 -2.51
H 3.63 1.21 0.73
H 4.14 -0.53 0.98
H -0.79 -0.79 2.19
H -1.62 -0.29 -1.99
H -1.46 -2.41 -1.12
H -1.80 -2.78 0.51
H -0.24 -2.60 -0.11
H -3.21 -1.33 0.93
H -3.61 -0.62 -0.63
H -3.00 0.49 0.76


No. 2
ORCA calculation (ωB97M-V with the def2-TZVPD basis set) on a structure of composition C58H50AsInN2P3S5Si.

## Properties
- HOMO (eV) = -3.98
- total charge = -1
- energy above the lowest of the compared OMol25 structures with the same formula, charge and spin (kJ/mol) = 0.00
- lowest unoccupied orbital energy (hartree) = 0.069
- HOMO-LUMO gap (eV) = 5.85

Element x y z (Å)
In 1.37 0.39 -0.33
C -0.32 4.53 6.12
C 0.83 3.82 6.42
C 1.25 2.77 5.61
C 0.51 2.41 4.49
C -0.66 3.12 4.21
C -1.08 4.17 5.01
P 0.90 1.12 3.24
C 2.24 0.07 3.92
C 2.15 -1.32 3.76
C 3.22 -2.14 4.07
C 4.41 -1.58 4.54
C 4.51 -0.21 4.68
C 3.44 0.61 4.36
C -0.55 0.04 3.60
C -0.86 -0.25 4.93
C -1.96 -1.01 5.25
C -2.75 -1.53 4.23
C -2.42 -1.27 2.91
C -1.33 -0.47 2.55
Si -0.96 -0.11 0.68
C -2.16 1.34 0.26
C -3.46 1.31 0.79
C -4.42 2.25 0.45
C -4.10 3.27 -0.44
C -2.81 3.36 -0.93
C -1.84 2.42 -0.59
P -0.14 2.61 -1.24
C -0.31 3.44 -2.86
C -1.16 2.88 -3.82
C -1.16 3.34 -5.13
C -0.32 4.38 -5.50
C 0.51 4.96 -4.55
C 0.52 4.49 -3.25
C 0.64 3.87 -0.19
C 0.01 4.57 0.84
C 0.73 5.45 1.62
C 2.08 5.67 1.38
C 2.72 4.97 0.36
C 2.01 4.06 -0.40
C -1.51 -1.79 -0.06
C -2.87 -2.12 -0.17
C -3.30 -3.36 -0.59
C -2.37 -4.34 -0.92
C -1.03 -4.04 -0.86
C -0.59 -2.78 -0.43
P 1.22 -2.46 -0.46
C 1.97 -3.70 0.64
C 1.25 -4.58 1.45
C 1.93 -5.49 2.25
C 3.32 -5.51 2.27
C 4.03 -4.61 1.49
C 3.37 -3.69 0.69
C 1.64 -3.07 -2.14
C 2.43 -4.19 -2.40
C 2.76 -4.51 -3.71
C 2.33 -3.73 -4.76
C 1.55 -2.60 -4.51
C 1.21 -2.28 -3.20
H -0.63 5.35 6.75
H 1.42 4.09 7.29
H 2.15 2.23 5.87
H -1.25 2.84 3.34
H -1.98 4.71 4.77
H 1.24 -1.76 3.38
H 3.14 -3.21 3.93
H 5.25 -2.22 4.77
H 5.45 0.24 5.00
H 3.57 1.69 4.40
H -0.24 0.15 5.72
H -2.22 -1.21 6.28
H -3.61 -2.14 4.46
H -3.03 -1.72 2.13
H -3.72 0.53 1.51
H -5.41 2.18 0.87
H -4.85 3.99 -0.72
H -2.55 4.17 -1.60
H -1.81 2.06 -3.54
H -1.81 2.88 -5.86
H -0.30 4.73 -6.53
H 1.18 5.77 -4.83
H 1.18 4.95 -2.53
H -1.05 4.42 1.03
H 0.25 5.97 2.44
H 2.64 6.36 1.99
H 3.78 5.11 0.17
H 2.53 3.48 -1.16
H -3.61 -1.35 0.03
H -4.36 -3.57 -0.67
H -2.70 -5.33 -1.22
H -0.29 -4.78 -1.15
H 0.17 -4.56 1.45
H 1.37 -6.19 2.86
H 3.84 -6.23 2.89
H 5.12 -4.60 1.52
H 3.92 -2.97 0.10
H 2.79 -4.80 -1.59
H 3.38 -5.39 -3.90
H 2.61 -3.97 -5.78
H 1.25 -1.96 -5.32
H 0.64 -1.38 -3.00
S 5.27 -1.19 -1.17
As 4.40 0.72 -1.20
S 2.55 0.68 -2.49
S 3.39 1.12 0.79
S 5.65 2.30 -1.75
C -4.84 -0.26 -4.83
N -3.72 -1.16 -4.97
C -3.78 -2.29 -5.88
C -2.46 -3.03 -5.61
N -2.02 -2.41 -4.38
C -2.72 -1.29 -4.06
S -2.42 -0.29 -2.77
H -4.97 0.32 -5.75
H -4.63 0.42 -4.01
H -5.76 -0.81 -4.63
H -3.87 -1.95 -6.91
H -4.65 -2.92 -5.65
H -1.74 -2.88 -6.42
H -2.61 -4.10 -5.47
H -1.08 -2.54 -4.02